The ion C5H13N2 with charge +1 in a non-equilibrium geometry. Source: the OMol25 dataset; level of theory: wB97M-V/def2-TZVPD.

Structure (ORCA input):
```
! RIJCOSX wB97M-V def2-TZVPD def2/J DEFGRID3
* xyz 1 1
C 0.821 -1.083 1.282
C 0.483 -1.139 -0.240
C -0.749 -0.372 -0.540
C -1.913 -0.964 -0.845
C 0.308 1.684 -1.420
N -0.691 1.045 -0.535
N 0.794 0.373 1.851
H 1.802 -1.473 1.532
H 0.035 -1.586 1.836
H 1.340 -0.966 -0.887
H 0.219 -2.192 -0.382
H -2.816 -0.390 -0.978
H -1.942 -2.043 -0.929
H -0.023 2.699 -1.628
H 0.295 1.147 -2.371
H 1.319 1.757 -1.018
H -1.569 1.535 -0.523
H 0.313 0.316 2.743
H 1.755 0.673 1.882
H 0.221 0.977 1.171
*
```

Values from the calculation:
- Max |F|: 2.4 eV/A
- Structure (SMILES): C=C(CC[NH3+])NC
- Energy above the lowest of the compared OMol25 structures with the same formula, charge and spin: 1.906 eV
- Highest occupied orbital energy: -12.45 eV